[1]
15
Properties=species:S:1:pos:R:3:forces:R:3 method="wB97M-V/def2-TZVPD" smiles="OC[SiH]1C=CC=C1" e_homo_ev=-8.5 orbital_gap_ha=0.31865
C 1.30156 -1.31060 -0.17653 1.14 0.46 -2.69
C 1.81321 -0.61625 0.95420 -1.00 3.27 0.80
C 0.60440 -0.66896 -1.15540 -0.14 -0.84 0.68
C 1.41602 0.66757 1.12435 -1.96 0.06 -1.86
C -1.88471 0.65205 -0.34093 -1.53 -0.75 0.15
O -2.29518 -0.62780 0.28797 0.86 0.96 -0.28
Si -0.01312 0.99009 -0.55338 1.21 -2.93 3.20
H 1.99438 -2.12587 -0.38922 -1.23 -1.03 -0.28
H 2.54257 -1.14939 1.48468 1.03 -0.30 1.19
H 0.24169 -1.28652 -1.96641 0.17 0.26 -0.37
H 1.73051 1.47380 1.79255 0.10 -0.74 0.04
H -2.43185 1.37754 0.25196 0.30 0.79 -0.11
H -2.44091 0.63995 -1.31069 0.85 0.28 0.27
H -2.75957 -0.30625 1.06377 -0.03 -0.56 0.19
H 0.18100 2.29063 -1.06691 0.24 1.06 -0.91

[2]
15
Properties=species:S:1:pos:R:3:forces:R:3 method="wB97M-V/def2-TZVPD" multiplicity=3 s_squared=2.03 e_homo_ev="-6.4 / -8.9" orbital_gap_ha="0.25968 / 0.23405"
C -0.42517 -1.30953 0.00711 -0.49 -2.14 -2.29
C -1.78344 -0.89785 0.07050 -1.77 -1.34 -0.51
C 0.70698 -0.64674 0.18626 -0.52 2.72 2.77
C -2.27825 0.05989 0.81753 -1.20 0.98 1.52
C 0.80845 0.65063 0.89005 -2.56 -4.93 1.92
P 1.45550 2.08085 0.22213 1.96 3.22 -2.22
P 1.97464 1.15523 -1.76814 -1.24 0.43 0.58
H -0.26371 -2.24149 -0.58886 -0.33 0.52 0.78
H -2.55497 -1.51270 -0.45626 1.02 0.34 0.25
H 1.52126 -1.22854 -0.05993 2.24 -0.43 -0.87
H -3.38016 0.15531 0.96566 1.12 0.23 -0.32
H -1.60007 0.63896 1.44243 -0.72 0.17 -0.20
H 0.09177 0.69736 1.79525 1.38 0.34 -1.65
H 2.89140 0.29682 -1.18751 0.76 -0.34 -0.05
H 2.83576 2.10181 -2.33623 0.34 0.24 0.28

[3]
14
Properties=species:S:1:pos:R:3:forces:R:3 method="wB97M-V/def2-TZVPD" e_homo_ev=-8.5 orbital_gap_ha=0.30005
C -2.20713 0.24174 0.45901 2.19 3.17 1.47
C -1.12750 -0.48837 -0.30035 0.16 -1.84 -0.58
C 0.24744 0.15982 -0.31592 -2.34 1.59 -0.76
C 1.35703 -0.46050 -0.05336 3.31 0.41 0.72
C 2.66009 0.25286 -0.19462 -1.48 2.73 -0.63
H -1.95463 -0.07820 1.53959 -1.02 1.15 -1.34
H -1.72759 1.49014 0.29767 -2.44 -3.44 0.84
H -3.30076 0.08282 0.22520 1.52 0.33 0.01
H -1.44644 -0.81761 -1.29191 0.16 0.92 -0.58
H -1.03597 -1.51733 0.09176 0.35 0.33 0.43
H 0.36247 1.25663 -0.54249 -0.56 -1.13 -0.24
H 1.41932 -1.37379 0.47481 -0.12 -1.31 -0.09
H 2.59471 1.34593 -0.57841 -0.62 -1.77 0.33
S 4.15896 -0.09414 0.18901 0.90 -1.13 0.43

[4]
14
Properties=species:S:1:pos:R:3:forces:R:3 method="wB97M-V/def2-TZVPD" smiles=C[C@@H]1C[C@H]2S[C@@H]12 e_homo_ev=-8.5 orbital_gap_ha=0.34954
C -0.22021 -1.04114 0.51981 0.02 -2.64 -1.11
C 0.11405 0.41168 0.47785 0.72 1.53 0.86
C -1.38650 -0.93979 -0.56458 2.33 5.19 3.88
C -0.96777 0.76906 -0.51015 -2.06 -1.85 -2.96
C 1.54345 0.74910 0.01780 0.26 -1.39 -0.87
S -2.60384 0.25619 0.07979 0.82 -0.81 -0.48
H 0.67785 -1.67774 0.23242 -1.14 0.73 -0.38
H -0.53039 -1.55339 1.43500 -0.21 0.67 0.26
H -0.10963 0.82552 1.46080 0.30 0.59 0.02
H -1.42050 -1.66779 -1.26774 -0.91 -1.50 -2.57
H -1.00450 1.47320 -1.45466 0.53 -1.53 2.21
H 2.19268 -0.12260 0.16903 -0.08 0.15 0.26
H 2.03920 1.57311 0.45630 0.08 0.99 0.98
H 1.67610 0.94459 -1.05167 -0.67 -0.13 -0.11

[5]
14
Properties=species:S:1:pos:R:3:forces:R:3 method="wB97M-V/def2-TZVPD" smiles="CC1=C[C@@]1(C)S" e_homo_ev=-8.6 orbital_gap_ha=0.34615
C -0.34281 0.30134 -1.35229 0.78 -1.01 0.66
C 0.42658 -0.34193 -0.47274 -2.80 0.49 -0.58
C -0.98674 0.18633 0.01380 1.40 -0.77 -1.90
C 1.69925 -1.09086 -0.07301 -1.75 2.42 -0.33
C -1.03694 1.38269 0.85051 -1.47 1.31 3.65
S -2.35574 -1.03278 0.27389 -1.49 3.02 0.74
H -0.53188 0.65650 -2.39538 0.32 -0.43 1.18
H 2.31704 -0.73690 -0.87791 1.22 -0.06 0.13
H 1.66157 -2.15853 -0.10471 -0.37 -0.58 0.21
H 1.91520 -0.65946 0.91711 0.63 -0.58 -0.41
H -0.26202 2.08021 0.63293 0.93 0.26 -0.21
H -0.98951 1.12601 1.97078 0.35 0.12 -1.43
H -1.94136 2.05271 0.89533 0.23 -1.03 -0.83
H -1.52256 -1.88904 -0.02324 2.02 -3.15 -0.87

[6]
14
Properties=species:S:1:pos:R:3:forces:R:3 method="wB97M-V/def2-TZVPD" smiles="C=C(C)CC=S" e_homo_ev=-8.7 orbital_gap_ha=0.31503
C 0.89740 0.77167 -0.10407 0.76 -4.19 -0.75
C -0.43347 0.01216 -0.09403 2.23 -1.89 -0.37
C 2.18674 0.00030 0.36044 -1.85 0.78 -0.47
C -1.49850 0.54101 -0.60483 0.07 3.29 -1.05
C -0.39881 -1.41226 0.38652 -1.49 4.11 3.23
S 3.58919 0.49099 -0.22727 0.55 -0.43 0.23
H 1.12336 1.31656 -0.97984 0.11 0.27 -1.29
H 0.78519 1.47583 0.59388 -0.38 2.99 3.09
H -1.29299 1.50755 -1.10254 -0.55 -0.24 0.33
H 2.02928 -0.78083 1.14169 0.43 0.57 -0.66
H -2.51986 0.35213 -0.44453 -0.99 -1.12 -0.14
H -0.09440 -1.37706 1.42571 0.24 -0.56 0.34
H 0.16832 -2.01259 -0.14894 3.12 -2.63 -2.55
H -1.36070 -1.77666 0.34427 -2.25 -0.95 0.06

[7]
15
Properties=species:S:1:pos:R:3:forces:R:3 method="wB97M-V/def2-TZVPD" e_homo_ev=-8.4 orbital_gap_ha=0.29125
C 0.07206 1.14928 -0.00853 2.04 -0.64 0.36
C 0.78774 -0.01234 0.03164 0.95 1.47 0.09
C 2.30528 0.13499 0.11435 -0.36 0.36 -0.67
C -1.38973 1.33993 -0.05669 -0.71 1.08 1.44
C 0.24436 -1.36411 -0.17266 -0.38 -1.15 -1.94
S 3.01731 1.58407 0.20792 0.85 0.36 0.42
S 3.23483 -1.33592 -0.17376 1.15 -0.29 0.43
H 0.74406 2.04957 0.04365 -1.13 -0.77 0.00
H -1.76323 1.59814 1.03189 0.65 -0.02 -2.12
H -1.62196 2.15031 -0.78997 -0.10 -0.45 0.88
H -1.96590 0.46895 -0.30809 -0.08 -0.57 -0.32
H -0.61316 -1.20102 -0.91149 1.31 -0.96 0.53
H -0.22398 -1.80804 0.67115 -0.34 -0.21 1.12
H 1.05594 -2.14397 -0.48110 -1.83 1.51 0.01
H 4.60349 -0.99250 0.05138 -2.02 0.27 -0.21

[8]
15
Properties=species:S:1:pos:R:3:forces:R:3 method="wB97M-V/def2-TZVPD" e_homo_ev=-8.5 orbital_gap_ha=0.29107
C -0.37951 -1.05943 0.37514 -0.65 -2.72 -3.08
C -0.23525 -0.23089 -0.66063 -1.25 0.37 -1.93
C -0.72529 -0.57396 -2.12804 -0.34 -2.26 1.75
C 0.10272 -0.78028 1.68810 1.16 0.65 2.23
C 0.25897 1.17638 -0.59354 2.23 -0.91 1.67
S -1.54015 -2.01011 -2.35446 0.67 1.26 -0.39
S -0.32221 0.54784 -3.42075 0.22 -1.12 -1.27
H -0.85152 -2.12457 0.16383 1.05 2.37 0.41
H 1.05625 -1.25462 2.02864 -0.33 0.35 -0.88
H 0.15515 0.29847 1.91161 0.06 -0.54 0.04
H -0.57630 -1.24265 2.35377 -0.97 -0.18 1.13
H 0.35904 1.58476 0.48150 0.12 -0.59 -1.99
H -0.42620 1.73776 -1.13795 -1.11 1.54 -0.74
H 1.21736 1.14747 -1.18821 -0.60 0.68 0.98
H -0.38027 -0.32978 -4.57825 -0.25 1.09 2.06